Density functional theory data (ωB97M-V/def2-TZVPD) for a structure of composition C18H31Cl2LuN4O4.

```
60
Properties=species:S:1:pos:R:3:forces:R:3:nbo_charge:R:1
O 1.231 0.728 -2.866 2.2 1.5 -2.0 -0.498
C 2.176 1.302 -3.416 -1.6 -1.1 -0.1 0.413
C 2.749 0.811 -4.728 -0.3 -0.2 -0.1 -0.162
C 2.059 -0.194 -5.432 0.3 -0.2 0.0 -0.166
H 1.050 -0.481 -5.115 0.5 0.1 0.1 0.231
C 2.677 -0.844 -6.504 0.0 0.4 0.2 -0.207
H 2.158 -1.661 -7.011 0.2 0.3 0.1 0.214
C 3.957 -0.442 -6.915 -0.1 0.3 0.3 -0.197
H 4.448 -0.962 -7.738 -0.1 0.1 0.2 0.215
C 4.592 0.643 -6.293 -0.3 0.0 0.0 -0.220
H 5.568 0.983 -6.639 -0.3 -0.1 0.0 0.217
C 3.972 1.290 -5.218 -0.3 -0.4 0.1 -0.181
H 4.419 2.153 -4.726 0.1 -0.3 -0.1 0.216
H 2.675 2.224 -3.024 -0.4 -0.4 0.2 0.121
C 2.648 -1.446 1.418 0.7 -0.7 0.4 -0.675
C 1.564 -0.906 2.249 -3.3 1.2 -2.1 -0.379
H 3.437 -1.866 2.057 0.5 -0.1 -0.4 0.153
H 3.088 -0.689 0.750 -0.2 -0.1 0.2 0.218
H 2.261 -2.249 0.775 0.2 0.1 0.1 0.218
C 1.462 -0.816 3.550 0.9 -0.6 1.6 -0.304
C 2.422 -1.448 4.547 0.1 0.4 -0.1 -0.658
H 0.639 -0.306 4.078 -0.2 -0.2 -0.4 0.141
H 3.316 -1.819 4.041 0.0 0.0 0.2 0.196
H 1.942 -2.289 5.056 0.1 0.0 0.1 0.179
H 2.724 -0.716 5.302 0.1 -0.1 0.2 0.183
Lu -0.738 -0.462 0.935 3.4 -0.2 1.1 1.646
Cl -0.481 -2.656 -0.206 -0.4 -0.5 -0.5 -0.648
Cl 0.827 1.053 -0.237 -0.4 0.6 0.0 -0.631
H -2.535 -0.333 -3.613 0.0 0.1 0.1 0.203
H -4.224 -2.114 -3.399 0.0 0.0 0.2 0.203
C -2.166 -0.480 -2.594 0.0 -0.3 0.2 -0.433
C -3.830 -2.336 -2.401 -0.1 0.1 0.0 -0.406
N -3.230 -1.134 -1.824 -0.1 0.0 0.3 -0.362
H -1.912 0.473 -2.124 0.0 -0.2 -0.2 0.248
C -3.480 -0.803 -0.563 0.9 0.1 0.1 0.571
O -2.763 -0.015 0.121 -1.5 -0.5 -0.9 -0.737
H -4.645 -2.682 -1.751 0.2 0.1 -0.2 0.209
H -4.365 -1.308 -0.130 0.4 0.2 0.0 0.149
H -1.278 -1.121 -2.623 -0.1 0.2 0.1 0.252
H -3.082 -3.137 -2.503 -0.1 0.3 0.2 0.230
H -2.022 3.834 4.433 0.1 -0.1 0.0 0.194
H -2.393 5.211 2.263 0.1 0.0 -0.1 0.197
C -1.087 3.468 3.994 0.0 0.3 -0.1 -0.424
C -1.449 4.790 1.903 0.1 0.0 0.1 -0.400
N -1.197 3.511 2.538 -0.1 0.3 0.2 -0.389
H -0.878 2.446 4.323 0.0 0.3 -0.2 0.256
C -1.097 2.412 1.818 0.3 -1.9 0.9 0.555
O -0.925 1.280 2.367 -0.8 1.9 -1.0 -0.706
H -1.499 4.632 0.821 0.0 0.2 0.2 0.221
H -1.154 2.520 0.718 0.0 0.1 0.5 0.188
H -0.285 4.147 4.306 0.0 -0.2 0.0 0.209
H -0.644 5.493 2.141 -0.1 -0.1 -0.1 0.206
N -1.634 -3.299 4.028 -0.1 0.4 -0.2 -0.808
C -1.895 -1.998 3.749 1.2 0.1 -1.8 0.828
N -2.682 -1.313 4.589 -0.5 0.3 0.7 -0.815
O -1.419 -1.453 2.721 -1.6 -1.1 1.7 -0.725
H -2.048 -3.729 4.835 0.1 -0.2 -0.1 0.390
H -1.193 -3.854 3.303 0.0 0.3 0.3 0.437
H -2.842 -0.330 4.394 0.2 -0.4 0.1 0.424
H -2.990 -1.716 5.468 0.1 0.3 -0.4 0.396
```
Forces are in eV/Å.

ΔE to the lowest compared entry with this formula, charge and spin: 0.0 kcal per mole
orbital gap: 4.9848 eV
highest occupied orbital energy: -0.17527 hartree
F_max: 4.1 eV/Å